Entry 1:
Molecular formula: C6H13N2
Method: DFT, ωB97M-V/def2-TZVPD

Properties
Net charge ... +1
Gap between HOMO and LUMO ... 9.08 eV
Energy ... -345.6079 Eh
Multiplicity ... 1
E_LUMO ... -3.501 eV
Relative energy (zero: lowest compared OMol25 entry of this formula, charge and spin) ... 2.397 eV
Structure (SMILES) ... C[C@H]1[C@@H]2C[NH2+]C[C@]12N
Molar mass ... 113.2 g/mol

Cartesian coordinates (Å):
C (1.43, 0.36, 1.14)
C (1.25, -0.63, -0.95)
C (-0.02, -0.08, 1.10)
C (-0.75, 0.77, 0.06)
C (-0.11, -0.78, -0.21)
C (-2.24, 0.80, 0.04)
N (-0.91, -1.87, -0.65)
N (1.89, 0.47, -0.26)
H (1.57, 1.25, 1.68)
H (1.93, -0.36, 1.69)
H (1.85, -1.60, -0.77)
H (0.95, -0.46, -2.03)
H (-0.35, -0.41, 2.12)
H (-0.25, 1.72, -0.18)
H (-2.70, -0.13, -0.26)
H (-2.68, 1.53, -0.70)
H (-2.64, 1.16, 1.08)
H (-1.83, -1.81, -0.28)
H (-1.03, -1.86, -1.70)
H (1.65, 1.48, -0.63)
H (2.99, 0.45, -0.30)

Charges obtained by natural (NBO) population analysis, quoted in units of e: atom 1 (C): -0.2201, atom 2 (C): -0.2637, atom 3 (C): -0.2632, atom 4 (C): -0.2760, atom 5 (C): 0.1720, atom 6 (C): -0.6363, atom 7 (N): -0.7931, atom 8 (N): -0.5251, atom 9 (H): 0.2324, atom 10 (H): 0.2328, atom 11 (H): 0.2476, atom 12 (H): 0.2545, atom 13 (H): 0.2640, atom 14 (H): 0.1935, atom 15 (H): 0.2087, atom 16 (H): 0.2441, atom 17 (H): 0.2303, atom 18 (H): 0.3851, atom 19 (H): 0.3806, atom 20 (H): 0.4639, atom 21 (H): 0.4680

---

Entry 2:
Molecular formula: C24H50BFN2O10
Method: DFT, ωB97M-V/def2-TZVPD

Properties
Gap between HOMO and LUMO ... 9.31 eV
Energy ... -1930.9166 Eh
Multiplicity ... 1
E_LUMO ... 0.169 eV
Structure (SMILES) ... CCB(O)[C@@H](C#N)[C@@H](F)C#N.COCCOCCOC.COCCOCCOC.COCCOCCOC
Molar mass ... 556.5 g/mol

Cartesian coordinates (Å):
C (2.23, -2.29, -6.33)
C (1.58, -1.57, -5.12)
B (0.12, -1.06, -5.26)
O (-0.29, 0.09, -4.60)
C (-1.07, -1.80, -6.10)
C (-0.85, -1.58, -7.54)
N (-0.68, -1.38, -8.65)
C (-1.33, -3.30, -5.78)
F (-0.15, -3.97, -5.50)
C (-2.19, -3.40, -4.58)
N (-2.82, -3.43, -3.63)
H (2.16, -3.38, -6.24)
H (1.78, -2.00, -7.29)
H (3.30, -2.04, -6.39)
H (2.19, -0.70, -4.82)
H (1.61, -2.24, -4.25)
H (-0.11, 0.92, -5.06)
H (-2.00, -1.27, -5.83)
H (-1.81, -3.81, -6.63)
C (-4.10, 2.52, 2.81)
O (-3.97, 1.22, 2.29)
C (-5.22, 0.58, 2.09)
C (-5.12, -0.50, 1.04)
O (-5.05, -0.01, -0.29)
C (-3.80, 0.48, -0.73)
C (-2.80, -0.59, -1.08)
O (-2.24, -1.16, 0.10)
C (-1.81, -2.49, -0.09)
H (-4.53, 2.52, 3.82)
H (-3.09, 2.94, 2.86)
H (-4.72, 3.15, 2.16)
H (-5.98, 1.32, 1.77)
H (-5.56, 0.12, 3.03)
H (-6.04, -1.08, 1.08)
H (-4.28, -1.16, 1.26)
H (-3.36, 1.17, 0.00)
H (-4.01, 1.04, -1.64)
H (-2.00, -0.15, -1.69)
H (-3.29, -1.37, -1.68)
H (-2.62, -3.13, -0.45)
H (-1.47, -2.85, 0.88)
H (-0.97, -2.54, -0.79)
C (2.89, -0.96, 7.85)
O (2.75, -1.49, 6.55)
C (2.69, -2.91, 6.54)
C (1.99, -3.41, 5.30)
O (0.58, -3.23, 5.33)
C (0.09, -1.95, 4.99)
C (0.05, -1.68, 3.51)
O (1.34, -1.40, 3.00)
C (1.44, -1.62, 1.62)
H (3.84, -1.25, 8.31)
H (2.85, 0.13, 7.75)
H (2.07, -1.29, 8.50)
H (2.15, -3.27, 7.43)
H (3.70, -3.33, 6.56)
H (2.14, -4.49, 5.25)
H (2.43, -2.95, 4.41)
H (0.65, -1.16, 5.50)
H (-0.94, -1.94, 5.35)
H (-0.62, -0.83, 3.32)
H (-0.37, -2.56, 3.00)
H (1.18, -2.65, 1.36)
H (2.47, -1.43, 1.33)
H (0.77, -0.95, 1.06)
C (2.18, 6.86, -2.00)
O (2.32, 5.46, -1.94)
C (3.61, 5.05, -1.53)
C (3.58, 3.67, -0.92)
O (3.04, 3.64, 0.39)
C (1.63, 3.63, 0.50)
C (1.00, 2.28, 0.26)
O (0.96, 1.99, -1.13)
C (0.87, 0.61, -1.39)
H (2.82, 7.30, -2.76)
H (1.14, 7.07, -2.24)
H (2.41, 7.32, -1.03)
H (4.02, 5.76, -0.79)
H (4.29, 5.03, -2.40)
H (4.61, 3.34, -0.81)
H (3.06, 2.97, -1.58)
H (1.17, 4.39, -0.14)
H (1.43, 3.90, 1.54)
H (-0.02, 2.28, 0.66)
H (1.58, 1.51, 0.79)
H (1.70, 0.06, -0.94)
H (0.90, 0.48, -2.47)
H (-0.07, 0.19, -1.01)

Charges obtained by Mulliken population analysis, quoted in units of e: atom 1 (C): -1.1930, atom 2 (C): -0.4273, atom 3 (B): 0.1560, atom 4 (O): -0.4337, atom 5 (C): 0.3296, atom 6 (C): -0.2439, atom 7 (N): -0.4745, atom 8 (C): 0.3103, atom 9 (F): -0.2882, atom 10 (C): 0.0515, atom 11 (N): -0.4116, atom 12 (H): 0.2728, atom 13 (H): 0.2844, atom 14 (H): 0.3533, atom 15 (H): 0.3900, atom 16 (H): 0.3329, atom 17 (H): 0.2890, atom 18 (H): 0.3126, atom 19 (H): 0.3920, atom 20 (C): -0.8351, atom 21 (O): -0.1014, atom 22 (C): -0.6478, atom 23 (C): -0.1980, atom 24 (O): -0.4699, atom 25 (C): -0.7443, atom 26 (C): 0.0298, atom 27 (O): -0.0739, atom 28 (C): -0.7145, atom 29 (H): 0.3128, atom 30 (H): 0.2114, atom 31 (H): 0.3367, atom 32 (H): 0.3655, atom 33 (H): 0.3823, atom 34 (H): 0.3834, atom 35 (H): 0.0401, atom 36 (H): 0.2381, atom 37 (H): 0.3997, atom 38 (H): 0.1309, atom 39 (H): 0.2320, atom 40 (H): 0.3809, atom 41 (H): 0.0868, atom 42 (H): 0.2249, atom 43 (C): -0.7719, atom 44 (O): -0.2440, atom 45 (C): -0.5940, atom 46 (C): -0.3016, atom 47 (O): -0.4359, atom 48 (C): -0.6656, atom 49 (C): -0.1795, atom 50 (O): -0.3807, atom 51 (C): -0.5329, atom 52 (H): 0.3172, atom 53 (H): 0.2352, atom 54 (H): 0.3216, atom 55 (H): 0.3471, atom 56 (H): 0.3906, atom 57 (H): 0.3804, atom 58 (H): 0.1488, atom 59 (H): 0.2758, atom 60 (H): 0.3855, atom 61 (H): 0.4239, atom 62 (H): 0.1207, atom 63 (H): 0.4163, atom 64 (H): 0.3542, atom 65 (H): -0.0030, atom 66 (C): -0.7803, atom 67 (O): -0.2331, atom 68 (C): -0.6032, atom 69 (C): -0.2789, atom 70 (O): -0.4336, atom 71 (C): -0.6168, atom 72 (C): -0.2337, atom 73 (O): -0.2994, atom 74 (C): 0.2035, atom 75 (H): 0.3189, atom 76 (H): 0.2341, atom 77 (H): 0.3233, atom 78 (H): 0.3459, atom 79 (H): 0.3873, atom 80 (H): 0.3842, atom 81 (H): 0.1230, atom 82 (H): 0.2702, atom 83 (H): 0.4073, atom 84 (H): 0.3046, atom 85 (H): 0.2130, atom 86 (H): 0.3016, atom 87 (H): 0.0815, atom 88 (H): -0.4002

---

Entry 3:
Molecular formula: C11H7F2O2
Method: DFT, ωB97M-V/def2-TZVPD

Properties
Net charge ... -1
Gap between HOMO and LUMO ... 4.47 eV
Energy ... -773.4967 Eh
Multiplicity ... 1
E_LUMO ... 2.704 eV
Relative energy (zero: lowest compared OMol25 entry of this formula, charge and spin) ... 0.000 eV
Molar mass ... 209.2 g/mol

Cartesian coordinates (Å):
C (0.47, -2.49, 0.61)
C (-0.55, -2.15, -0.30)
C (1.18, -1.42, 1.15)
C (-1.06, -0.87, -0.42)
C (0.94, -0.06, 1.05)
C (-0.20, 0.16, 0.10)
C (-3.26, -0.57, -4.18)
C (1.99, 0.89, 1.65)
C (1.63, 2.38, 1.50)
C (-0.79, 1.40, 0.06)
C (0.42, 2.49, 0.80)
O (-2.25, -0.32, -4.66)
O (-4.28, -0.87, -3.74)
F (-1.46, 1.99, -0.95)
F (0.07, 3.80, 0.54)
H (0.76, -3.55, 0.76)
H (-1.06, -2.99, -0.71)
H (1.98, -1.72, 1.87)
H (-1.99, -0.58, -0.85)
H (2.39, 0.67, 2.67)
H (2.93, 0.63, 1.12)
H (2.15, 3.18, 1.92)

Charges obtained by natural (NBO) population analysis, quoted in units of e: atom 1 (C): -0.3820, atom 2 (C): -0.1832, atom 3 (C): -0.1609, atom 4 (C): -0.3158, atom 5 (C): -0.1034, atom 6 (C): -0.0854, atom 7 (C): 1.0262, atom 8 (C): -0.4167, atom 9 (C): -0.4029, atom 10 (C): 0.1365, atom 11 (C): 0.3708, atom 12 (O): -0.5016, atom 13 (O): -0.5263, atom 14 (F): -0.3684, atom 15 (F): -0.3927, atom 16 (H): 0.1918, atom 17 (H): 0.1742, atom 18 (H): 0.1668, atom 19 (H): 0.2042, atom 20 (H): 0.1884, atom 21 (H): 0.1797, atom 22 (H): 0.2006

---

Entry 4:
Molecular formula: C7H16NO
Method: DFT, ωB97M-V/def2-TZVPD

Properties
Net charge ... +1
Gap between HOMO and LUMO (spin up / spin down) ... 9.54 / 9.54 eV
Energy ... -406.0020 Eh
Multiplicity ... 1
E_LUMO (spin up / spin down) ... -4.241 / -4.241 eV
Relative energy (zero: lowest compared OMol25 entry of this formula, charge and spin) ... 1.971 eV
Molar mass ... 130.2 g/mol

Cartesian coordinates (Å):
C (-0.56, 1.48, 0.48)
C (1.88, -0.43, -1.37)
C (2.31, -0.04, 1.08)
C (-2.30, -0.32, 0.88)
C (-1.48, 0.13, -1.35)
C (-0.01, -0.86, 0.35)
C (1.33, -0.27, -0.01)
N (-1.13, 0.08, 0.08)
O (0.55, 1.69, -0.19)
H (-0.46, 1.44, 1.58)
H (-1.34, 2.22, 0.23)
H (2.40, 0.49, -1.66)
H (2.62, -1.23, -1.37)
H (1.13, -0.65, -2.12)
H (2.86, -0.97, 1.27)
H (1.84, 0.27, 2.01)
H (3.03, 0.71, 0.78)
H (-2.61, -1.32, 0.58)
H (-2.06, -0.33, 1.94)
H (-3.13, 0.36, 0.72)
H (-0.69, 0.66, -1.88)
H (-1.59, -0.88, -1.75)
H (-2.42, 0.66, -1.47)
H (-0.02, -1.10, 1.41)
H (-0.17, -1.78, -0.23)

Charges obtained by natural (NBO) population analysis, quoted in units of e: atom 1 (C): 0.1242, atom 2 (C): -0.7172, atom 3 (C): -0.7074, atom 4 (C): -0.4199, atom 5 (C): -0.4330, atom 6 (C): -0.3293, atom 7 (C): 0.4886, atom 8 (N): -0.2197, atom 9 (O): -0.6206, atom 10 (H): 0.1528, atom 11 (H): 0.2004, atom 12 (H): 0.2821, atom 13 (H): 0.2636, atom 14 (H): 0.2294, atom 15 (H): 0.2626, atom 16 (H): 0.2383, atom 17 (H): 0.2704, atom 18 (H): 0.2352, atom 19 (H): 0.2339, atom 20 (H): 0.2431, atom 21 (H): 0.2587, atom 22 (H): 0.2254, atom 23 (H): 0.2395, atom 24 (H): 0.2418, atom 25 (H): 0.2570

---

Strongest force on any atom (computed, eV/Å): 4.396; 1.297; 7.198; 2.981